The following is a DFT calculation (ωB97M-V/def2-TZVPD) of a molecular structure, C39H46F4N8OSTeTm in a non-equilibrium geometry.

Calculated values
* E: -4177.93177 Ha
* LUMO energy (alpha / beta): 0.23 / 0.19 eV
* E_HOMO (alpha / beta): -5.031 / -6.963 eV
* 2S+1: 4
* frontier orbital gap (alpha / beta): 5.26 / 7.16 eV
* max |F|: 1.3 eV/A

Positions of all 101 atoms, in Å:
Tm1 1.179 0.040 1.842
C1 1.931 -2.006 4.673
C2 3.207 -1.174 4.586
N1 3.026 0.112 3.889
C3 4.333 0.698 3.524
C4 5.257 -0.210 2.714
C5 2.362 1.044 4.820
C6 1.960 2.397 4.218
N2 1.228 2.208 2.979
C7 0.095 2.843 2.753
C8 -0.550 2.588 1.505
F1 0.189 1.865 0.554
C9 -1.812 2.988 1.161
F2 -2.308 2.566 -0.048
C10 -2.560 3.799 1.992
C11 -1.914 4.218 3.155
F3 -2.560 5.093 3.947
C12 -0.655 3.801 3.522
F4 -0.132 4.352 4.647
H1 2.166 -2.994 5.069
H2 1.497 -2.125 3.673
H3 1.188 -1.558 5.329
H4 3.936 -1.754 4.021
H5 3.606 -1.001 5.600
H6 4.862 1.016 4.439
H7 4.116 1.585 2.925
H8 5.799 -0.908 3.347
H9 5.993 0.406 2.201
H10 4.686 -0.762 1.971
H11 3.024 1.232 5.683
H12 1.450 0.568 5.181
H13 2.848 3.013 4.019
H14 1.381 2.907 4.990
H15 -3.559 4.111 1.755
N3 3.690 -2.586 -0.642
C13 3.112 -3.701 -0.059
C14 2.320 -3.246 0.943
N4 2.370 -1.882 1.043
C15 3.224 -1.475 0.046
C16 3.506 -0.138 -0.202
N5 2.869 0.880 0.461
C17 3.366 2.035 -0.077
C18 4.282 1.777 -1.042
N6 4.353 0.393 -1.177
H16 4.367 -2.589 -1.382
H17 3.309 -4.688 -0.422
H18 1.720 -3.824 1.620
H19 3.033 2.994 0.277
H20 4.847 2.428 -1.676
H21 5.154 -0.082 -1.552
C19 -2.139 -2.025 1.686
C20 -1.626 -1.046 0.683
O1 -2.594 -0.426 -0.019
N7 -0.439 -0.795 0.342
Te1 -1.343 0.430 -1.353
C21 -3.040 1.118 -2.561
C22 -2.574 1.604 -3.791
C23 -1.134 1.449 -4.182
C24 -3.433 2.227 -4.682
C25 -4.771 2.404 -4.378
C26 -5.702 3.079 -5.336
C27 -5.224 1.942 -3.153
C28 -4.388 1.319 -2.236
C29 -4.983 0.885 -0.932
C30 -0.994 -1.356 -2.460
C31 0.344 -1.617 -2.760
C32 1.380 -0.566 -2.528
C33 0.695 -2.840 -3.313
C34 -0.260 -3.806 -3.586
C35 0.119 -5.134 -4.163
C36 -1.588 -3.513 -3.315
C37 -1.975 -2.306 -2.749
C38 -3.425 -2.061 -2.485
H22 -2.794 -2.723 1.167
H23 -2.724 -1.510 2.444
H24 -1.312 -2.556 2.151
H25 -0.491 1.952 -3.456
H26 -0.959 1.889 -5.163
H27 -0.861 0.394 -4.220
H28 -3.048 2.584 -5.628
H29 -5.164 3.431 -6.213
H30 -6.187 3.927 -4.855
H31 -6.480 2.391 -5.661
H32 -6.267 2.074 -2.899
H33 -6.067 0.972 -0.966
H34 -4.613 1.510 -0.123
H35 -4.723 -0.140 -0.697
H36 1.246 -0.112 -1.539
H37 1.310 0.211 -3.292
H38 2.378 -0.994 -2.581
H39 1.733 -3.048 -3.529
H40 1.182 -5.175 -4.382
H41 -0.435 -5.318 -5.082
H42 -0.122 -5.933 -3.463
H43 -2.345 -4.249 -3.539
H44 -4.024 -2.906 -2.815
H45 -3.754 -1.165 -3.008
H46 -3.597 -1.913 -1.423
S1 -2.027 0.354 5.561
C39 -1.125 0.040 4.303
N8 -0.430 -0.205 3.380

The following is a DFT calculation (ωB97M-V/def2-TZVPD) of a molecular structure, C39H46F9IKN4O5PS in a non-equilibrium geometry.

Calculated values
* E: -4645.14089 Ha
* LUMO energy: 3.42 eV
* E_HOMO: -3.391 eV
* total charge: -2
* 2S+1: 1
* frontier orbital gap: 6.81 eV
* max |F|: 2.2 eV/A

Positions of all 107 atoms, in Å:
K1 0.946 1.486 0.458
N1 7.865 0.653 -4.050
C1 7.034 0.656 -2.911
C2 5.862 1.405 -2.894
C3 5.070 1.448 -1.756
C4 5.446 0.726 -0.634
C5 6.615 -0.018 -0.633
C6 7.409 -0.052 -1.767
S1 4.424 0.845 0.818
O1 4.071 2.240 0.871
O2 5.197 0.323 1.930
N2 3.076 -0.021 0.619
C7 3.191 -1.368 0.606
N3 2.062 -2.048 0.954
C8 2.127 -3.366 1.000
C9 3.264 -4.097 0.694
C10 4.356 -3.328 0.312
N4 4.340 -2.012 0.260
H1 7.376 0.869 -4.903
H2 8.412 -0.187 -4.145
H3 5.573 1.965 -3.779
H4 4.153 2.036 -1.730
H5 6.879 -0.561 0.265
H6 8.326 -0.635 -1.777
H7 1.210 -3.873 1.301
H8 3.291 -5.176 0.740
H9 5.297 -3.800 0.028
F1 -0.966 4.794 -0.435
C11 -1.636 4.588 0.711
F2 -0.783 4.718 1.720
F3 -2.540 5.602 0.830
C12 -2.299 3.157 0.696
O3 -1.452 2.163 0.751
C13 -3.337 3.143 1.903
F4 -3.725 1.889 2.177
F5 -4.474 3.853 1.688
F6 -2.795 3.624 3.037
C14 -3.158 3.063 -0.645
F7 -2.383 2.639 -1.648
F8 -4.153 2.145 -0.516
F9 -3.755 4.198 -1.067
C15 -6.280 -1.915 -0.871
C16 -6.023 -1.621 0.618
C17 -4.595 -1.100 0.865
C18 -3.599 -1.722 -0.117
C19 -3.949 -1.265 -1.557
C20 -5.449 -0.971 -1.736
P1 -1.847 -1.209 0.278
C21 -1.568 -1.768 2.041
C22 -1.756 -0.598 3.022
C23 -1.063 -0.924 4.350
C24 -1.364 -2.368 4.821
C25 -2.556 -2.965 4.073
C26 -2.285 -3.035 2.562
C27 -0.887 -2.538 -0.610
C28 -0.569 -2.101 -2.053
C29 0.176 -3.223 -2.774
C30 -0.741 -4.448 -2.973
C31 -1.860 -4.508 -1.921
C32 -1.385 -4.004 -0.558
H10 -7.344 -1.816 -1.098
H11 -6.000 -2.949 -1.103
H12 -6.196 -2.529 1.206
H13 -6.739 -0.873 0.972
H14 -4.313 -1.307 1.899
H15 -4.558 -0.019 0.751
H16 -3.684 -2.814 -0.053
H17 -3.653 -2.041 -2.267
H18 -3.377 -0.366 -1.804
H19 -5.723 -1.065 -2.790
H20 -5.662 0.059 -1.441
H21 -0.488 -1.968 2.022
H22 -2.818 -0.411 3.191
H23 -1.358 0.325 2.594
H24 -1.372 -0.202 5.111
H25 0.016 -0.803 4.218
H26 -1.557 -2.388 5.897
H27 -0.493 -3.010 4.649
H28 -3.447 -2.358 4.266
H29 -2.774 -3.969 4.450
H30 -3.232 -3.201 2.041
H31 -1.660 -3.911 2.361
H32 0.060 -2.475 -0.080
H33 0.040 -1.196 -2.020
H34 -1.479 -1.852 -2.609
H35 1.049 -3.498 -2.173
H36 0.554 -2.879 -3.740
H37 -0.146 -5.365 -2.929
H38 -1.192 -4.415 -3.970
H39 -2.228 -5.534 -1.829
H40 -2.709 -3.901 -2.248
H41 -0.571 -4.655 -0.216
H42 -2.192 -4.119 0.166
I1 3.673 9.928 -1.206
C33 3.164 7.893 -0.959
C34 2.397 7.270 -1.928
C35 2.064 5.930 -1.750
C36 2.462 5.241 -0.613
C37 3.232 5.895 0.344
C38 3.602 7.223 0.174
C39 1.975 3.815 -0.352
O4 1.995 3.022 -1.327
O5 1.585 3.602 0.814
H43 2.063 7.811 -2.804
H44 1.480 5.405 -2.498
H45 3.529 5.340 1.226
H46 4.206 7.728 0.916

The following is a DFT calculation (ωB97M-V/def2-TZVPD) of a molecular structure, C39H46FeN7O5P.

Calculated values
* E: -3878.31856 Ha
* LUMO energy: 0.49 eV
* E_HOMO: -7.232 eV
* 2S+1: 1
* frontier orbital gap: 7.73 eV
* max |F|: 0.1 eV/A

Positions of all 99 atoms, in Å:
Fe1 -0.495 -0.220 -0.647
C1 -2.954 -1.659 -0.519
C2 -3.292 -0.629 -1.594
N1 -2.112 0.185 -1.979
C3 -2.404 1.623 -2.077
C4 -1.689 2.424 -0.969
N2 -1.299 1.537 0.136
C5 -2.476 1.186 0.970
C6 -2.388 -0.247 1.470
N3 -1.946 -1.138 0.400
H1 -2.529 -2.550 -0.977
H2 -3.871 -1.958 0.003
H3 -4.068 0.043 -1.226
H4 -3.706 -1.137 -2.468
H5 -1.734 -0.207 -2.844
H6 -3.482 1.788 -2.021
H7 -2.097 2.003 -3.052
H8 -2.333 3.239 -0.617
H9 -0.785 2.889 -1.356
H10 -0.632 2.029 0.719
H11 -3.369 1.318 0.358
H12 -2.569 1.874 1.815
H13 -3.353 -0.553 1.893
H14 -1.637 -0.305 2.258
H15 -1.379 -1.889 0.803
O1 0.361 -1.903 1.450
C7 0.707 -0.861 0.875
C8 2.071 -0.405 1.410
C9 3.168 -1.201 1.072
C10 4.444 -0.887 1.506
C11 4.646 0.220 2.324
C12 3.560 0.987 2.707
C13 2.271 0.697 2.246
P1 0.827 1.673 2.811
C14 1.338 2.077 4.524
C15 1.302 1.032 5.449
C16 1.671 1.244 6.767
C17 2.067 2.509 7.184
C18 2.093 3.555 6.275
C19 1.733 3.340 4.949
C20 1.038 3.296 1.972
C21 2.182 3.708 1.292
C22 2.211 4.929 0.631
C23 1.104 5.765 0.655
C24 -0.039 5.374 1.339
C25 -0.071 4.146 1.982
H16 2.999 -2.089 0.475
H17 5.280 -1.515 1.225
H18 5.637 0.465 2.681
H19 3.708 1.816 3.389
H20 0.993 0.042 5.129
H21 1.647 0.422 7.471
H22 2.351 2.677 8.214
H23 2.400 4.543 6.593
H24 1.769 4.164 4.247
H25 3.051 3.064 1.250
H26 3.103 5.219 0.090
H27 1.130 6.717 0.140
H28 -0.908 6.021 1.365
H29 -0.972 3.838 2.506
O2 -0.820 -1.685 -3.604
C26 -0.446 -2.411 -2.659
O3 -0.161 -2.021 -1.485
C27 -0.306 -3.892 -2.896
C28 0.074 -4.731 -1.856
C29 0.201 -6.110 -2.043
C30 -0.060 -6.587 -3.303
O4 -0.043 -7.886 -3.741
C31 -0.170 -7.798 -5.159
O5 -0.675 -6.505 -5.468
C32 -0.438 -5.752 -4.341
C33 -0.574 -4.401 -4.175
H30 0.272 -4.288 -0.889
H31 0.489 -6.772 -1.238
H32 -0.869 -8.555 -5.506
H33 0.818 -7.925 -5.618
H34 -0.877 -3.737 -4.972
C34 1.797 1.735 -1.168
N4 2.928 2.286 -1.901
C35 3.872 1.192 -2.155
N5 3.256 0.119 -2.932
C36 2.110 -0.404 -2.201
N6 1.094 0.651 -1.897
C37 0.681 1.204 -3.218
N7 1.801 1.742 -3.981
C38 2.446 2.789 -3.187
C39 2.777 0.670 -4.197
H35 1.090 2.539 -0.963
H36 2.151 1.334 -0.223
H37 4.212 0.791 -1.198
H38 4.732 1.584 -2.703
H39 2.437 -0.840 -1.264
H40 1.630 -1.168 -2.805
H41 -0.025 2.016 -3.051
H42 0.203 0.400 -3.779
H43 1.728 3.594 -3.005
H44 3.289 3.194 -3.751
H45 3.622 1.069 -4.762
H46 2.306 -0.126 -4.777

The following is a DFT calculation (ωB97M-V/def2-TZVPD) of a molecular structure, C39H46N6NiO9S2Sb.

Calculated values
* E: -5064.38954 Ha
* LUMO energy (alpha / beta): 1.81 / 1.81 eV
* E_HOMO (alpha / beta): -4.920 / -4.894 eV
* total charge: -1
* 2S+1: 3
* frontier orbital gap (alpha / beta): 6.73 / 6.70 eV
* max |F|: 0.7 eV/A

Positions of all 104 atoms, in Å:
Ni1 -0.529 -0.285 -0.462
C1 6.110 0.183 2.263
C2 4.856 0.131 3.135
C3 4.829 1.376 4.031
C4 4.919 -1.129 4.008
C5 3.581 0.089 2.298
C6 2.336 0.023 2.918
C7 1.195 -0.044 2.147
N1 1.220 -0.023 0.816
C8 2.399 0.080 0.205
C9 3.592 0.124 0.911
C10 2.326 0.245 -1.278
C11 3.423 0.146 -2.110
C12 3.268 0.328 -3.484
C13 1.992 0.622 -3.940
C14 0.938 0.697 -3.041
N2 1.107 0.511 -1.739
C15 4.481 0.234 -4.405
C16 4.076 0.267 -5.878
C17 5.405 1.427 -4.119
C18 5.236 -1.073 -4.135
H1 6.993 0.202 2.905
H2 6.133 1.080 1.639
H3 6.188 -0.694 1.615
H4 5.732 1.411 4.646
H5 3.965 1.373 4.697
H6 4.787 2.287 3.429
H7 5.833 -1.121 4.607
H8 4.915 -2.031 3.391
H9 4.067 -1.191 4.689
H10 2.240 -0.005 3.995
H11 0.215 -0.125 2.599
H12 4.521 0.214 0.369
H13 4.393 -0.092 -1.695
H14 1.782 0.767 -4.990
H15 -0.076 0.912 -3.360
H16 3.612 1.217 -6.151
H17 3.379 -0.538 -6.121
H18 4.967 0.143 -6.498
H19 4.881 2.372 -4.280
H20 6.275 1.397 -4.782
H21 5.763 1.413 -3.086
H22 4.585 -1.938 -4.285
H23 5.628 -1.119 -3.117
H24 6.084 -1.157 -4.821
C19 -2.658 2.160 3.769
C20 -1.572 2.729 2.852
Sb1 -1.595 1.911 0.855
C21 -3.564 2.565 0.354
C22 -3.867 4.028 0.674
C23 -0.501 3.577 0.028
C24 0.942 3.615 0.541
H25 -2.649 2.644 4.751
H26 -2.536 1.086 3.920
H27 -3.655 2.298 3.343
H28 -0.575 2.547 3.264
H29 -1.675 3.811 2.731
H30 -4.237 1.892 0.889
H31 -3.680 2.366 -0.710
H32 -3.665 4.275 1.720
H33 -4.920 4.254 0.488
H34 -3.277 4.706 0.054
H35 -1.028 4.500 0.278
H36 -0.529 3.452 -1.057
H37 0.984 3.676 1.633
H38 1.492 4.476 0.149
H39 1.492 2.718 0.244
O1 -3.272 -0.286 1.628
C25 -2.589 -1.302 1.724
N3 -1.470 -1.589 0.992
S1 -0.821 -3.044 1.437
O2 0.394 -2.834 2.193
O3 -0.779 -3.985 0.365
C26 -2.097 -3.459 2.583
C27 -2.255 -4.610 3.332
C28 -3.335 -4.649 4.206
C29 -4.212 -3.568 4.313
C30 -4.033 -2.426 3.542
C31 -2.957 -2.395 2.677
H40 -1.574 -5.445 3.233
H41 -3.503 -5.536 4.805
H42 -5.051 -3.628 4.996
H43 -4.711 -1.583 3.595
S2 -1.894 -3.680 -3.303
C32 -1.035 -2.596 -2.426
N4 -0.416 -1.821 -1.806
O4 -2.523 1.333 -3.803
C33 -2.579 0.708 -2.741
O5 -1.740 0.745 -1.793
C34 -3.741 -0.232 -2.518
C35 -4.815 -0.176 -3.395
C36 -5.881 -1.030 -3.201
C37 -5.920 -1.954 -2.174
C38 -4.834 -1.980 -1.328
C39 -3.748 -1.143 -1.474
N5 -4.834 -2.968 -0.217
O6 -5.866 -3.585 -0.010
O7 -3.797 -3.124 0.386
N6 -7.037 -0.964 -4.130
O8 -7.037 -0.094 -4.974
O9 -7.921 -1.785 -3.986
H44 -4.793 0.524 -4.215
H45 -6.755 -2.623 -2.040
H46 -2.916 -1.204 -0.781